Entry from the Open Molecules 2025 dataset: a gas-phase ion, C3H8NO (charge -1) (ωB97M-V/def2-TZVPD).

ORCA input file:
```
! wB97M-V def2-TZVPD RIJCOSX def2/J DEFGRID3
* xyz -1 1
O 0.901 -2.117 -1.511
N -0.494 -0.326 -0.515
C 0.428 0.329 0.379
C -0.073 1.639 1.030
C -0.282 -1.733 -0.906
H 0.693 2.562 0.692
H 0.682 -0.354 1.173
H -0.720 0.127 -1.386
H -1.156 -2.120 -1.490
H -0.011 1.692 2.095
H 1.324 0.647 -0.171
H -1.034 1.925 0.550
H -0.258 -2.271 0.061
*
```

Properties
ΔE to the lowest compared entry with this formula, charge and spin	1.160	eV
Kohn-Sham gap	6.1	eV
SMILES	CCNC[O-]
HOMO energy	-1.95	eV

Entry from the Open Molecules 2025 dataset: 2 unconnected molecules or ions with the total composition C3H8NO (ωB97M-V/def2-TZVPD).

ORCA input file:
```
! wB97M-V def2-TZVPD RIJCOSX def2/J DEFGRID3
* xyz 0 2
O -0.117 -1.244 -0.932
N 0.178 1.827 1.507
C -1.184 1.313 1.576
C 0.471 -2.093 -1.808
C 0.873 1.367 0.543
H 1.110 -2.799 -1.249
H -0.313 -2.660 -2.323
H 0.831 0.310 0.272
H 1.623 2.031 0.109
H -1.608 1.406 2.572
H 1.182 -1.680 -2.528
H -1.254 0.254 1.307
H -1.793 1.965 0.953
*
```

Properties
<S²>	0.7538
ΔE to the lowest compared entry with this formula, charge and spin	1.918	eV
Kohn-Sham gap (spin up / spin down)	9.7 / 7.0	eV
HOMO energy (spin up / spin down)	-8.81 / -8.79	eV

Entry from the Open Molecules 2025 dataset: a gas-phase ion, C3H8NO (charge +1) (ωB97M-V/def2-TZVPD).

ORCA input file:
```
! wB97M-V def2-TZVPD RIJCOSX def2/J DEFGRID3
* xyz 1 1
O 0.625 -1.986 -1.280
N -0.093 -0.232 0.473
C -0.509 0.719 1.566
C 0.690 -0.885 -1.738
C 0.092 0.273 -0.922
H -0.885 0.497 -1.351
H -0.686 -1.065 0.403
H -0.373 0.179 2.502
H 0.604 1.223 -0.785
H 0.106 1.603 1.502
H 1.222 -0.577 -2.638
H 0.788 -0.643 0.789
H -1.580 0.894 1.478
*
```

Properties
ΔE to the lowest compared entry with this formula, charge and spin	0.398	eV
Kohn-Sham gap	11.6	eV
SMILES	C[NH2+]CC=O
HOMO energy	-15.34	eV

Entry from the Open Molecules 2025 dataset: a gas-phase ion, C3H8NO (charge +1) (ωB97M-V/def2-TZVPD).

ORCA input file:
```
! wB97M-V def2-TZVPD RIJCOSX def2/J DEFGRID3
* xyz 1 1
O 1.404 -0.791 0.372
N -1.064 -0.219 -0.111
C 1.100 0.304 0.960
C -0.644 -0.236 -1.547
C -0.379 0.932 0.659
H -2.123 -0.429 -0.095
H -0.862 1.130 1.563
H -0.443 1.875 0.069
H -0.661 -1.054 0.233
H -0.747 -1.425 -1.948
H 0.172 0.405 -1.673
H 1.822 1.084 1.279
H -1.411 0.276 -2.059
*
```

Properties
ΔE to the lowest compared entry with this formula, charge and spin	1.917	eV
Kohn-Sham gap	10.9	eV
SMILES	C[NH2+]CC=O
HOMO energy	-15.55	eV

Entry from the Open Molecules 2025 dataset: a molecular structure, C3H8NO (ωB97M-V/def2-TZVPD).

ORCA input file:
```
! wB97M-V def2-TZVPD RIJCOSX def2/J DEFGRID3
* xyz 1 1
O -1.361 -0.266 -0.146
N 1.124 -1.206 -0.049
C -0.659 2.058 -0.291
C -1.618 0.909 -0.009
C 1.410 -2.415 0.360
H 2.322 -2.820 0.555
H -2.550 1.243 0.357
H 0.217 1.559 -0.647
H 1.972 -1.031 -0.581
H -0.473 2.759 0.629
H 0.643 -3.043 1.041
H -0.141 -0.628 -0.170
H -0.884 2.881 -1.050
*
```

Properties
ΔE to the lowest compared entry with this formula, charge and spin	2.215	eV
Kohn-Sham gap	11.6	eV
HOMO energy	-16.00	eV

Entry from the Open Molecules 2025 dataset: 2 unconnected molecules or ions with the total composition C3H8NO (ωB97M-V/def2-TZVPD).

ORCA input file:
```
! wB97M-V def2-TZVPD RIJCOSX def2/J DEFGRID3
* xyz 1 1
O 0.443 -1.164 2.371
N -0.553 0.632 -0.260
C -0.850 1.851 -0.090
C 0.422 -1.076 -1.456
C -0.298 0.086 -1.537
H 0.126 -1.626 3.115
H 1.321 -1.682 2.097
H 0.963 -1.586 -2.239
H -0.576 0.096 0.668
H -0.262 0.831 -2.257
H -1.351 2.529 -0.780
H 0.941 -1.214 -0.444
H -0.325 2.324 0.813
*
```

Properties
ΔE to the lowest compared entry with this formula, charge and spin	2.724	eV
Kohn-Sham gap	9.0	eV
HOMO energy	-14.74	eV

Entry from the Open Molecules 2025 dataset: a gas-phase ion, C3H8NO (charge +1) (ωB97M-V/def2-TZVPD).

ORCA input file:
```
! wB97M-V def2-TZVPD RIJCOSX def2/J DEFGRID3
* xyz 1 1
O 1.997 -0.375 -0.089
N -0.532 -0.449 0.435
C 1.329 -0.160 -1.066
C -0.507 0.887 1.211
C -0.141 -0.408 -0.989
H -0.250 -1.435 -1.397
H -1.090 1.542 0.558
H 1.810 0.002 -2.058
H 0.519 1.219 1.129
H -1.403 -0.925 0.668
H -0.774 0.362 -1.454
H -1.134 0.712 2.083
H 0.176 -0.972 0.970
*
```

Properties
ΔE to the lowest compared entry with this formula, charge and spin	0.641	eV
Kohn-Sham gap	11.4	eV
SMILES	C[NH2+]CC=O
HOMO energy	-15.33	eV

Entry from the Open Molecules 2025 dataset: 2 unconnected molecules or ions with the total composition C3H8NO (ωB97M-V/def2-TZVPD).

ORCA input file:
```
! wB97M-V def2-TZVPD RIJCOSX def2/J DEFGRID3
* xyz 1 1
O 1.560 -0.731 0.120
N -0.736 0.375 0.210
C -1.701 -0.138 0.825
C -0.595 1.552 -0.533
C 2.268 -1.675 -0.107
H -0.155 2.232 0.243
H 0.010 1.431 -1.459
H -2.695 0.315 0.846
H -1.583 2.160 -0.795
H -1.678 -1.169 1.267
H 0.144 -0.165 0.125
H 3.353 -1.709 -0.073
H 1.810 -2.479 -0.669
*
```

Properties
ΔE to the lowest compared entry with this formula, charge and spin	1.559	eV
Kohn-Sham gap	10.6	eV
HOMO energy	-15.08	eV

no.,energy (eV)
1,-6776.832
2,-6774.148
3,-6770.771
4,-6769.253
5,-6768.954
6,-6768.445
7,-6770.529
8,-6769.611